Entry 1:
Molecular formula: C36H67O49S14
Method: DFT, ωB97M-V/def2-TZVPD

Calculated values
- Frontier orbital gap: 8.22 eV
- E: -290421.42641 eV
- Net charge: +1
- E_HOMO: -11.6512 eV

Atoms and positions in Å:
C (3.979, -0.556, -0.409)
C (3.364, -0.954, -1.740)
O (2.302, -0.096, -2.164)
C (2.670, 1.234, -2.340)
C (1.395, 1.982, -2.736)
S (0.400, 2.508, -1.343)
S (1.393, 4.192, -0.705)
C (0.549, 1.313, 0.013)
C (-0.564, 0.286, 0.023)
C (-1.147, -0.080, 1.216)
C (-2.146, -1.045, 1.222)
C (-2.522, -1.636, 0.028)
C (-1.944, -1.260, -1.174)
C (-2.360, -1.913, -2.469)
C (-0.956, -0.292, -1.179)
H (3.229, -0.268, 0.321)
H (4.576, -1.387, -0.055)
H (4.635, 0.305, -0.551)
H (4.135, -1.101, -2.500)
H (2.907, -1.926, -1.602)
H (3.065, 1.704, -1.430)
H (3.420, 1.390, -3.122)
H (0.804, 1.311, -3.353)
H (1.666, 2.820, -3.373)
H (0.379, 4.813, -0.079)
H (0.604, 1.844, 0.958)
H (1.485, 0.774, -0.109)
H (-0.815, 0.377, 2.138)
H (-2.618, -1.396, 2.126)
H (-3.283, -2.401, 0.053)
H (-1.571, -1.770, -3.202)
H (-2.462, -2.982, -2.319)
H (-3.307, -1.506, -2.812)
H (-0.501, 0.000, -2.111)
C (0.039, -5.469, -5.632)
C (0.230, -3.968, -5.628)
O (-0.994, -3.454, -6.175)
S (-2.210, -4.405, -5.755)
O (-2.859, -3.844, -4.626)
O (-2.925, -4.761, -6.928)
O (-1.340, -5.652, -5.277)
H (0.196, -5.891, -6.626)
H (0.682, -5.975, -4.918)
H (1.076, -3.650, -6.230)
H (0.340, -3.582, -4.612)
C (-6.178, -3.346, -8.549)
C (-5.269, -2.590, -7.608)
O (-5.024, -1.340, -8.272)
S (-6.315, -0.922, -9.120)
O (-7.086, -0.001, -8.364)
O (-5.903, -0.634, -10.445)
O (-7.052, -2.341, -9.086)
H (-5.618, -3.790, -9.374)
H (-6.752, -4.118, -8.047)
H (-4.338, -3.110, -7.417)
H (-5.769, -2.379, -6.659)
C (1.166, 7.835, -1.689)
C (-0.191, 7.728, -2.347)
O (-1.050, 8.510, -1.503)
S (-0.228, 9.731, -0.882)
O (-0.459, 10.898, -1.646)
O (-0.413, 9.712, 0.528)
O (1.239, 9.183, -1.220)
H (1.248, 7.170, -0.823)
H (1.981, 7.630, -2.378)
H (-0.552, 6.706, -2.411)
H (-0.191, 8.170, -3.343)
C (-5.142, 2.030, 1.114)
C (-6.518, 2.380, 0.591)
O (-6.356, 2.392, -0.837)
S (-5.271, 1.309, -1.265)
O (-5.933, 0.126, -1.674)
O (-4.298, 1.942, -2.089)
O (-4.638, 1.061, 0.182)
H (-4.477, 2.896, 1.102)
H (-5.169, 1.609, 2.115)
H (-6.870, 3.345, 0.940)
H (-7.251, 1.612, 0.845)
C (2.822, -4.756, 3.311)
C (2.801, -3.246, 3.356)
O (3.736, -2.845, 2.333)
S (3.703, -3.903, 1.151)
O (2.849, -3.408, 0.122)
O (5.035, -4.314, 0.881)
O (2.930, -5.072, 1.905)
H (3.698, -5.162, 3.821)
H (1.924, -5.193, 3.732)
H (3.103, -2.848, 4.321)
H (1.819, -2.851, 3.096)
C (7.995, -1.522, 4.348)
C (8.132, -0.021, 4.219)
O (6.961, 0.378, 3.486)
S (5.737, -0.586, 3.866)
O (4.938, 0.041, 4.857)
O (5.161, -1.095, 2.673)
O (6.593, -1.736, 4.565)
H (8.282, -2.034, 3.428)
H (8.569, -1.924, 5.179)
H (9.031, 0.275, 3.686)
H (8.109, 0.470, 5.194)
C (0.615, 9.709, 4.051)
C (0.484, 10.945, 3.192)
O (0.302, 12.013, 4.136)
S (1.111, 11.693, 5.476)
O (2.361, 12.363, 5.442)
O (0.226, 11.821, 6.576)
O (1.373, 10.136, 5.190)
H (-0.359, 9.359, 4.398)
H (1.129, 8.900, 3.539)
H (-0.354, 10.891, 2.510)
H (1.399, 11.139, 2.630)
C (-4.188, 4.217, -5.683)
C (-3.593, 3.930, -4.321)
O (-3.047, 5.193, -3.900)
S (-3.955, 6.386, -4.477)
O (-4.858, 6.804, -3.470)
O (-3.098, 7.302, -5.141)
O (-4.758, 5.528, -5.555)
H (-3.422, 4.251, -6.460)
H (-4.953, 3.498, -5.965)
H (-2.814, 3.174, -4.352)
H (-4.354, 3.632, -3.606)
C (6.036, 3.095, -0.997)
C (7.066, 4.200, -1.084)
O (6.348, 5.308, -1.653)
S (4.834, 5.277, -1.173)
O (4.666, 6.149, -0.069)
O (3.990, 5.351, -2.315)
O (4.821, 3.769, -0.621)
H (5.879, 2.618, -1.966)
H (6.292, 2.341, -0.258)
H (7.913, 3.937, -1.710)
H (7.423, 4.497, -0.096)
C (-1.146, -7.911, 4.192)
C (-1.843, -7.093, 5.254)
O (-0.917, -7.081, 6.355)
S (0.576, -7.100, 5.800)
O (1.079, -5.768, 5.773)
O (1.286, -8.143, 6.444)
O (0.243, -7.528, 4.301)
H (-1.225, -8.972, 4.394)
H (-1.517, -7.704, 3.194)
H (-2.792, -7.525, 5.559)
H (-2.000, -6.062, 4.931)
C (-1.453, -13.241, 2.729)
C (-0.391, -12.173, 2.580)
O (-1.067, -11.097, 1.907)
S (-2.601, -11.065, 2.352)
O (-2.757, -10.095, 3.383)
O (-3.409, -11.043, 1.190)
O (-2.655, -12.511, 3.019)
H (-1.603, -13.792, 1.799)
H (-1.233, -13.939, 3.531)
H (0.464, -12.505, 1.999)
H (-0.051, -11.809, 3.551)
C (-1.262, 1.267, 5.953)
C (-0.319, 0.753, 7.021)
O (-0.349, -0.675, 6.864)
S (-0.558, -1.038, 5.329)
O (0.707, -1.320, 4.748)
O (-1.650, -1.937, 5.227)
O (-1.031, 0.408, 4.820)
H (-2.304, 1.160, 6.256)
H (-1.065, 2.301, 5.687)
H (-0.630, 1.028, 8.024)
H (0.704, 1.094, 6.851)



Entry 2:
Molecular formula: C36H69N3O14S6
Method: DFT, ωB97M-V/def2-TZVPD

Calculated values
- Frontier orbital gap: 7.21 eV
- E: -136564.47834 eV
- Net charge: 0
- E_HOMO: -7.5893 eV

Atoms and positions in Å:
C (4.670, -13.477, -12.100)
C (3.776, -13.939, -13.250)
O (3.534, -15.136, -13.494)
C (3.187, -12.836, -14.119)
H (5.372, -12.758, -12.523)
H (5.125, -14.349, -11.631)
H (4.139, -12.927, -11.322)
H (2.780, -13.244, -15.044)
H (3.967, -12.126, -14.392)
H (2.322, -12.486, -13.556)
C (4.183, -17.172, -16.679)
C (3.442, -17.093, -15.327)
O (2.229, -17.189, -15.336)
C (4.232, -17.269, -14.104)
H (5.268, -17.190, -16.580)
H (3.873, -16.303, -17.259)
H (3.821, -18.029, -17.247)
H (4.359, -16.356, -13.523)
H (5.207, -17.728, -14.266)
H (3.694, -17.946, -13.440)
C (6.146, -14.588, -14.519)
C (5.090, -14.387, -15.539)
N (4.243, -14.238, -16.351)
H (5.872, -15.205, -13.664)
H (6.353, -13.531, -14.353)
H (6.958, -15.077, -15.057)
C (4.985, -16.670, -19.768)
C (3.885, -16.736, -20.747)
N (3.150, -16.777, -21.665)
H (5.534, -17.611, -19.734)
H (4.451, -16.610, -18.819)
H (5.690, -15.860, -19.955)
C (8.726, -17.197, -17.521)
C (7.379, -17.663, -17.687)
N (6.262, -17.966, -17.836)
H (9.306, -17.779, -18.236)
H (8.964, -17.497, -16.501)
H (8.788, -16.113, -17.617)
C (0.622, -15.837, -13.817)
C (0.230, -14.624, -12.892)
C (0.912, -14.725, -11.526)
S (1.043, -16.566, -11.153)
O (-0.296, -17.146, -10.821)
O (2.159, -16.782, -10.296)
C (1.514, -16.862, -12.930)
H (1.250, -15.525, -14.652)
H (-0.244, -16.327, -14.262)
H (-0.855, -14.524, -12.861)
H (0.488, -13.675, -13.363)
H (0.605, -14.275, -10.582)
H (1.968, -14.455, -11.515)
H (1.321, -17.930, -13.033)
H (2.577, -16.878, -13.170)
C (4.844, -21.967, -18.660)
C (4.819, -20.710, -19.607)
C (4.641, -19.469, -18.708)
S (3.360, -19.959, -17.436)
O (2.105, -19.606, -18.010)
O (3.685, -19.409, -16.165)
C (3.685, -21.763, -17.626)
H (5.776, -21.976, -18.094)
H (4.763, -22.876, -19.257)
H (4.094, -20.797, -20.415)
H (5.825, -20.647, -20.021)
H (4.358, -18.480, -19.068)
H (5.536, -19.297, -18.109)
H (2.736, -22.111, -18.034)
H (3.683, -22.066, -16.578)
C (5.295, -20.186, -14.387)
C (6.520, -20.975, -13.934)
C (7.482, -21.249, -15.132)
S (7.208, -19.796, -16.298)
O (6.777, -20.233, -17.572)
O (8.388, -18.892, -16.239)
C (5.827, -19.105, -15.252)
H (4.791, -19.904, -13.462)
H (4.557, -20.760, -14.947)
H (6.165, -21.874, -13.431)
H (7.083, -20.354, -13.237)
H (7.087, -22.179, -15.539)
H (8.538, -21.443, -14.943)
H (5.225, -18.687, -16.058)
H (6.373, -18.272, -14.808)
C (-1.050, -18.539, -18.058)
C (0.410, -18.689, -17.447)
C (0.785, -17.372, -16.757)
S (-0.625, -16.120, -17.006)
O (-0.160, -14.778, -17.421)
O (-1.647, -16.285, -15.969)
C (-1.387, -17.113, -18.369)
H (-1.695, -18.853, -17.237)
H (-1.264, -19.124, -18.952)
H (1.109, -18.902, -18.256)
H (0.416, -19.490, -16.708)
H (1.714, -17.059, -17.233)
H (0.802, -17.470, -15.672)
H (-0.776, -16.847, -19.232)
H (-2.447, -16.932, -18.544)
C (2.963, -14.335, -17.779)
C (1.656, -13.494, -17.762)
C (1.630, -12.808, -19.046)
S (2.439, -13.801, -20.374)
O (3.545, -13.091, -20.893)
O (1.510, -14.491, -21.211)
C (3.200, -14.925, -19.178)
H (3.031, -15.159, -17.069)
H (3.860, -13.744, -17.593)
H (1.546, -12.779, -16.947)
H (0.857, -14.230, -17.667)
H (2.235, -11.912, -18.903)
H (0.655, -12.426, -19.350)
H (4.208, -15.184, -19.501)
H (2.648, -15.851, -19.342)
C (0.648, -19.510, -13.795)
C (1.787, -19.597, -14.752)
C (1.758, -21.034, -15.305)
S (-0.041, -21.502, -15.412)
O (-0.305, -22.695, -14.621)
O (-0.580, -21.259, -16.752)
C (-0.582, -20.143, -14.405)
H (0.376, -18.527, -13.408)
H (1.113, -20.115, -13.017)
H (2.740, -19.284, -14.325)
H (1.473, -18.979, -15.593)
H (2.274, -21.810, -14.740)
H (2.194, -21.134, -16.299)
H (-1.359, -20.575, -13.773)
H (-1.116, -19.403, -15.000)



Entry 3:
Molecular formula: C36H70Cl2NO13S6
Method: DFT, ωB97M-V/def2-TZVPD

Calculated values
- Frontier orbital gap (spin up / spin down): 8.75 / 9.50 eV
- E: -156627.44502 eV
- Net charge: 0
- Spin multiplicity: 2
- E_HOMO (spin up / spin down): -8.5627 / -9.3741 eV

Atoms and positions in Å:
C (-5.164, 2.863, -1.769)
C (-3.622, 3.172, -1.800)
Cl (-3.458, 4.478, -3.110)
C (-2.738, 1.975, -2.277)
C (-2.214, 0.985, -1.169)
Cl (-0.474, 0.537, -1.655)
C (-2.959, -0.390, -1.098)
C (-4.297, -0.406, -0.295)
C (-5.471, -0.410, -1.371)
C (-4.423, -1.774, 0.447)
N (-4.525, 0.787, 0.555)
O (-5.447, 0.517, 1.424)
C (-3.311, 1.287, 1.232)
C (-3.711, 2.679, 1.864)
C (-2.809, 0.414, 2.421)
C (-2.097, 1.574, 0.276)
H (-5.657, 3.799, -2.106)
H (-5.538, 2.674, -0.750)
H (-5.446, 2.097, -2.506)
H (-3.299, 3.663, -0.873)
H (-3.360, 1.371, -2.975)
H (-1.894, 2.335, -2.895)
H (-2.264, -1.087, -0.579)
H (-3.080, -0.821, -2.112)
H (-6.338, 0.139, -0.972)
H (-5.079, 0.012, -2.311)
H (-5.721, -1.466, -1.598)
H (-5.462, -1.967, 0.765)
H (-4.162, -2.554, -0.303)
H (-3.715, -1.902, 1.283)
H (-4.231, 3.248, 1.062)
H (-4.447, 2.524, 2.672)
H (-2.814, 3.239, 2.176)
H (-3.606, 0.123, 3.128)
H (-2.241, -0.471, 2.066)
H (-2.089, 1.029, 2.998)
H (-1.861, 2.656, 0.295)
H (-1.217, 1.089, 0.744)
C (0.386, -4.624, -4.381)
C (0.716, -3.340, -3.612)
C (-0.474, -2.388, -3.773)
S (-1.915, -3.426, -4.012)
O (-2.428, -3.208, -5.343)
O (-2.766, -3.341, -2.843)
C (-1.042, -4.984, -3.987)
H (1.085, -5.431, -4.142)
H (0.442, -4.435, -5.457)
H (0.858, -3.575, -2.553)
H (1.637, -2.881, -3.970)
H (-0.620, -1.770, -2.890)
H (-0.365, -1.757, -4.655)
H (-1.517, -5.682, -4.674)
H (-1.085, -5.371, -2.968)
C (1.619, 3.219, 5.998)
C (0.313, 3.283, 6.796)
C (-0.833, 2.995, 5.821)
S (-0.144, 1.962, 4.530)
O (-0.173, 2.698, 3.287)
O (-0.689, 0.627, 4.641)
C (1.530, 1.954, 5.151)
H (2.492, 3.201, 6.650)
H (1.698, 4.097, 5.350)
H (0.330, 2.525, 7.578)
H (0.182, 4.250, 7.281)
H (-1.653, 2.467, 6.304)
H (-1.202, 3.908, 5.355)
H (2.233, 1.944, 4.320)
H (1.659, 1.058, 5.763)
C (-0.012, 4.732, -6.276)
C (0.069, 4.128, -4.869)
C (0.438, 2.650, -5.028)
S (1.374, 2.527, -6.548)
O (0.620, 1.740, -7.496)
O (2.755, 2.229, -6.239)
C (1.237, 4.249, -7.005)
H (-0.061, 5.821, -6.246)
H (-0.907, 4.367, -6.787)
H (0.842, 4.644, -4.294)
H (-0.869, 4.238, -4.326)
H (1.049, 2.298, -4.203)
H (-0.449, 2.023, -5.128)
H (1.168, 4.338, -8.087)
H (2.129, 4.760, -6.641)
C (4.917, 2.550, -1.977)
C (5.232, 3.842, -1.215)
C (4.027, 4.776, -1.380)
S (2.602, 3.715, -1.609)
O (2.085, 3.913, -2.943)
O (1.753, 3.792, -0.445)
C (3.495, 2.170, -1.580)
H (5.624, 1.756, -1.738)
H (4.968, 2.734, -3.053)
H (5.379, 3.615, -0.156)
H (6.146, 4.313, -1.578)
H (3.872, 5.398, -0.501)
H (4.125, 5.403, -2.265)
H (3.031, 1.462, -2.265)
H (3.458, 1.786, -0.560)
C (5.232, -7.046, -1.182)
C (3.886, -7.175, -0.461)
C (2.908, -6.209, -1.138)
S (3.466, -6.041, -2.833)
O (3.899, -4.681, -3.043)
O (2.516, -6.684, -3.715)
C (4.909, -7.080, -2.671)
H (5.918, -7.845, -0.904)
H (5.700, -6.093, -0.923)
H (3.518, -8.200, -0.558)
H (3.976, -6.960, 0.604)
H (1.890, -6.592, -1.132)
H (2.935, -5.222, -0.677)
H (5.711, -6.694, -3.297)
H (4.632, -8.084, -2.992)
C (-0.038, -2.651, 8.844)
C (0.039, -2.742, 7.317)
C (0.387, -1.345, 6.790)
S (1.315, -0.541, 8.094)
O (0.544, 0.576, 8.591)
O (2.693, -0.395, 7.682)
C (1.200, -1.874, 9.276)
H (-0.072, -3.637, 9.307)
H (-0.941, -2.109, 9.137)
H (0.822, -3.449, 7.033)
H (-0.896, -3.100, 6.886)
H (0.998, -1.391, 5.892)
H (-0.506, -0.754, 6.599)
H (1.127, -1.469, 10.283)
H (2.101, -2.481, 9.179)